No. 1
DFT (ωB97M-V with the def2-TZVPD basis set) results for one molecule with the formula C3H11N3 in a non-equilibrium geometry.

HOMO-LUMO gap = 9.57 eV
Relative energy (zero: lowest compared OMol25 entry of this formula, charge and spin) = 29.8 kcal/mol
HOMO level = -8.53 eV
Charge = 0
Structure (SMILES) = CNC(N)NC
Lowest unoccupied orbital energy = 1.04 eV

Each line ends with the natural charge from an NBO analysis.
Atoms and positions in Å:
C: -1.7360 -0.8909 -0.4457  -0.42
N: -0.7051 -0.6584 0.6365  -0.66
C: 0.0616 0.5757 0.5294  0.26
N: -0.6707 1.6802 -0.0901  -0.87
N: 1.2272 0.4146 -0.3631  -0.65
C: 2.1453 -0.5748 -0.0383  -0.41
H: -1.2605 -1.4955 -1.1998  0.20
H: -2.5750 -1.5161 -0.0319  0.20
H: -2.1259 0.0036 -0.8879  0.18
H: -1.1809 -0.6647 1.5804  0.36
H: 0.3889 0.9993 1.4946  0.16
H: -1.5702 1.8620 0.4351  0.36
H: -0.9084 1.5327 -1.0973  0.37
H: 1.5685 1.3486 -0.5402  0.37
H: 2.7238 -0.8364 -0.9500  0.19
H: 2.9493 -0.3131 0.6562  0.16
H: 1.6681 -1.4669 0.3121  0.22

=====

No. 2
DFT (ωB97M-V with the def2-TZVPD basis set) results for a 2-piece molecular cluster, C3H11N3 overall in a non-equilibrium geometry.

HOMO-LUMO gap = 9.13 eV
Relative energy (zero: lowest compared OMol25 entry of this formula, charge and spin) = 57.0 kcal/mol
HOMO level = -8.26 eV
Charge = 0
Structure (SMILES) = C=CN.NCN
Lowest unoccupied orbital energy = 0.87 eV

Each line ends with the natural charge from an NBO analysis.
Atoms and positions in Å:
C: 2.9173 -2.5156 0.8753  -0.55
C: 1.6084 -2.8889 1.2882  0.02
N: 0.4107 -2.3975 0.6530  -0.83
H: 3.0816 -1.7648 0.1326  0.20
H: 3.6673 -2.7316 1.6971  0.21
H: 1.4439 -3.6973 2.1228  0.20
H: 0.5862 -1.5222 0.1288  0.38
H: -0.3072 -2.4140 1.3222  0.38
N: -2.6696 2.2544 -0.8822  -0.86
C: -1.1981 2.6467 -0.8345  -0.04
N: -0.3352 1.5491 -1.0155  -0.84
H: -2.9162 1.8009 -1.7441  0.35
H: -3.1767 3.0952 -0.7114  0.35
H: -1.2504 3.1644 0.2120  0.17
H: -1.0498 3.5143 -1.4818  0.15
H: -0.7689 0.8297 -1.5776  0.36
H: -0.0431 1.0773 -0.1851  0.36

=====

No. 3
DFT (ωB97M-V with the def2-TZVPD basis set) results for a 2-piece molecular cluster, C3H11N3 overall in a non-equilibrium geometry.

HOMO-LUMO gap (spin up / spin down) = 8.09 / 8.09 eV
Relative energy (zero: lowest compared OMol25 entry of this formula, charge and spin) = 95.6 kcal/mol
HOMO level (spin up / spin down) = -7.16 / -7.16 eV
Charge = 0
Lowest unoccupied orbital energy (spin up / spin down) = 0.93 / 0.93 eV

Each line ends with the natural charge from an NBO analysis.
Atoms and positions in Å:
C: -0.2461 0.8341 1.5166  -0.46
C: -1.1123 -1.3138 0.9903  -0.29
C: -0.4914 1.3027 -1.4006  -0.47
N: 1.8477 -1.0199 -0.9012  -1.09
N: -0.7001 -0.1634 0.5155  -0.06
N: -0.8300 0.0752 -0.7717  -0.38
H: -0.5272 0.5024 2.5657  0.23
H: 0.8919 0.8198 1.3842  0.24
H: -0.7752 1.8354 1.2924  0.23
H: -1.0860 -1.5377 2.0338  0.18
H: -1.2797 -2.0277 0.3234  0.19
H: 0.9466 -1.0983 -0.5162  0.36
H: -1.2157 1.3154 -2.2382  0.22
H: -0.3134 2.2085 -0.8623  0.18
H: 0.5117 1.1760 -2.0096  0.20
H: 1.8048 -1.5570 -1.7365  0.36
H: 2.5744 -1.3517 -0.1857  0.36

=====

No. 4
DFT (ωB97M-V with the def2-TZVPD basis set) results for a 2-piece molecular cluster, C3H11N3 overall in a non-equilibrium geometry.

HOMO-LUMO gap = 8.94 eV
Relative energy (zero: lowest compared OMol25 entry of this formula, charge and spin) = 74.8 kcal/mol
HOMO level = -7.81 eV
Charge = 0
Structure (SMILES) = C=NNC.CN
Lowest unoccupied orbital energy = 1.13 eV

Each line ends with the natural charge from an NBO analysis.
Atoms and positions in Å:
C: -1.7324 -0.4958 -0.6466  -0.18
N: -0.5202 -0.7145 -0.9531  -0.21
N: 0.4165 -1.1968 -0.0172  -0.45
C: 1.4348 -2.0511 -0.5737  -0.41
H: -2.1577 -0.6044 0.3521  0.15
H: -2.3193 0.0586 -1.3611  0.18
H: 0.0008 -1.5493 0.8445  0.34
H: 2.2949 -2.0980 0.0996  0.20
H: 1.0696 -3.0719 -0.7475  0.17
H: 1.6987 -1.6413 -1.5499  0.22
C: -0.4852 2.1425 0.9658  -0.40
N: 0.5239 1.4679 0.1890  -0.88
H: -0.3439 1.9289 2.0260  0.19
H: -1.4485 1.7396 0.6587  0.17
H: -0.4516 3.2345 0.8736  0.17
H: 0.5287 1.7614 -0.7947  0.37
H: 1.4909 1.0897 0.6345  0.39

=====

No. 5
DFT (ωB97M-V with the def2-TZVPD basis set) results for a 2-piece molecular cluster, C3H11N3 overall in a non-equilibrium geometry.

HOMO-LUMO gap = 9.07 eV
Relative energy (zero: lowest compared OMol25 entry of this formula, charge and spin) = 56.5 kcal/mol
HOMO level = -8.15 eV
Charge = 0
Structure (SMILES) = C=CN.NCN
Lowest unoccupied orbital energy = 0.93 eV

Each line ends with the natural charge from an NBO analysis.
Atoms and positions in Å:
C: -0.5228 -2.1085 -1.2560  -0.58
C: -1.6180 -2.1212 -0.4375  0.02
N: -2.3700 -1.0425 -0.1402  -0.81
H: -0.2859 -1.1973 -1.8569  0.19
H: -0.1344 -3.1079 -1.6374  0.22
H: -2.1733 -3.0730 -0.1691  0.19
H: -2.1371 -0.1285 -0.4534  0.38
H: -3.3220 -1.2500 0.1151  0.39
N: 0.6094 0.6601 0.7344  -0.88
C: 1.8148 1.3570 0.4260  -0.07
N: 1.8675 2.8941 0.7163  -0.86
H: 0.6352 -0.1502 1.3922  0.40
H: -0.0417 0.5379 -0.0751  0.37
H: 2.3243 1.4044 -0.6056  0.18
H: 2.6343 0.9841 1.0494  0.18
H: 1.6431 2.8213 1.7255  0.33
H: 1.0765 3.5204 0.4722  0.35

=====

No. 6
DFT (ωB97M-V with the def2-TZVPD basis set) results for a 2-piece molecular cluster, C3H11N3 overall in a non-equilibrium geometry.

HOMO-LUMO gap = 10.33 eV
Relative energy (zero: lowest compared OMol25 entry of this formula, charge and spin) = 18.6 kcal/mol
HOMO level = -9.33 eV
Charge = 0
Structure (SMILES) = [H]/N=C/N.CCN
Lowest unoccupied orbital energy = 0.99 eV

Each line ends with the natural charge from an NBO analysis.
Atoms and positions in Å:
H: 3.3026 1.1858 1.4201  0.33
N: 3.1368 1.0323 0.4576  -0.73
C: 2.6557 -0.1735 0.3416  0.28
N: 2.4537 -0.8112 -0.8543  -0.81
H: 2.4139 -0.7911 1.2545  0.15
H: 1.7223 -1.4421 -0.8823  0.38
H: 2.5522 -0.1793 -1.6779  0.39
C: -2.5514 -0.6253 -0.5360  -0.61
C: -1.7043 0.5842 -0.2440  -0.22
N: -0.7982 0.3629 0.9279  -0.85
H: -3.1732 -0.4831 -1.3901  0.21
H: -1.9568 -1.4897 -0.6921  0.21
H: -3.1958 -0.8931 0.3514  0.20
H: -0.9875 0.7539 -1.0793  0.18
H: -2.3440 1.4788 -0.1310  0.17
H: -0.1466 1.1460 0.9713  0.37
H: -1.3794 0.3445 1.7626  0.35